Computed, not measured: a gas-phase ion, C4H8N (charge +1), with ωB97M-V with the def2-TZVPD basis set.

Properties
structure (SMILES): C=CC(C)=[NH2+]
Kohn-Sham gap: 10.0 eV
total charge: +1
electronic energy: -5758.9721 eV
LUMO level: -5.017 eV

Element x y z (Å)
H1 1.801 -1.656 -0.128
C1 -2.362 0.002 0.275
H2 1.586 1.096 1.156
H3 2.453 0.333 -0.030
H4 1.376 1.656 -0.597
C2 0.403 -0.201 0.042
H5 -0.920 1.029 -0.978
C3 1.448 0.801 0.111
C4 -1.074 0.265 -0.162
H6 -2.414 -0.379 1.221
H7 0.090 -2.014 -0.356
N1 0.781 -1.342 -0.327
H8 -3.168 0.409 -0.226

=====

Computed, not measured: a gas-phase ion, C4H8N (charge +1), with ωB97M-V with the def2-TZVPD basis set.

Properties
structure (SMILES): C=[NH+]C(=C)C
Kohn-Sham gap: 9.4 eV
total charge: +1
electronic energy: -5758.3268 eV
LUMO level: -5.697 eV

Element x y z (Å)
H1 0.293 1.958 -1.286
H2 1.266 -1.401 -1.327
H3 0.064 -2.215 -0.182
H4 -1.648 1.809 -1.764
N1 -0.813 0.367 -0.371
C1 0.492 0.090 1.603
H5 0.215 0.827 2.331
H6 1.273 -0.404 2.052
H7 1.738 -1.885 0.187
C2 0.187 -0.270 0.396
H8 -1.728 -0.228 -0.287
C3 0.786 -1.447 -0.352
C4 -0.762 1.455 -1.167

=====

Computed, not measured: a gas-phase ion, C4H8N (charge +1), with ωB97M-V with the def2-TZVPD basis set.

Properties
Kohn-Sham gap (alpha / beta): 7.6 / 10.7 eV
total charge: +1
electronic energy: -5753.8887 eV
LUMO level (alpha / beta): -3.463 / -7.143 eV
2S+1: 3

Element x y z (Å)
H1 2.105 -0.550 -0.324
H2 -2.505 -0.470 1.841
H3 -1.063 1.257 0.790
C1 0.620 0.600 -1.366
H4 0.668 -0.105 -2.283
H5 -1.264 -1.657 1.380
H6 1.903 1.143 0.343
N1 0.182 -0.253 -0.201
C2 1.495 0.266 -0.272
H7 0.338 1.629 -1.456
H8 -0.002 -1.271 -0.471
C3 -1.687 -0.732 1.252
C4 -0.789 0.143 0.768

=====

Computed, not measured: a molecular structure, C4H8N, with ωB97M-V with the def2-TZVPD basis set.

Properties
Kohn-Sham gap (alpha / beta): 6.8 / 8.7 eV
total charge: +1
electronic energy: -5753.9824 eV
LUMO level (alpha / beta): -3.905 / -8.229 eV
2S+1: 3

Element x y z (Å)
N1 -0.122 1.634 -0.262
H1 1.698 -0.916 0.981
H2 -1.133 1.927 -0.195
H3 -0.550 -0.816 -1.523
H4 2.110 0.252 -0.475
C1 0.175 0.489 0.350
H5 -1.997 -0.002 0.464
H6 0.528 2.289 -0.773
C2 -0.994 -0.353 0.621
H7 0.073 -2.229 -0.481
C3 1.394 -0.158 0.209
C4 -0.206 -1.163 -0.492
H8 -0.975 -0.953 1.577

=====

Computed, not measured: 2 unconnected molecules or ions with the total composition C4H8N2, with ωB97M-V with the def2-TZVPD basis set.

Properties
Kohn-Sham gap (alpha / beta): 8.6 / 8.3 eV
electronic energy: -7253.2951 eV
LUMO level (alpha / beta): -0.598 / -0.314 eV

Element x y z (Å)
C1 0.837 1.391 0.637
H1 1.780 1.083 1.139
H2 0.246 1.905 1.398
H3 1.330 0.081 -1.618
H4 -2.667 0.332 -0.182
H5 0.588 -1.457 -1.054
C2 -1.873 -0.404 -0.351
H6 1.138 2.091 -0.157
N1 0.204 0.150 0.212
C3 1.057 -0.523 -0.740
H7 2.001 -0.783 -0.226
C4 -1.562 -1.248 0.738
N2 -0.965 -1.750 1.598
H8 -2.009 -0.919 -1.316

=====

Computed, not measured: a single C4H8N2 molecule, with ωB97M-V with the def2-TZVPD basis set.

Properties
structure (SMILES): CN(C)CC#N
Kohn-Sham gap: 10.2 eV
electronic energy: -7257.0991 eV
LUMO level: 0.864 eV

Element x y z (Å)
C1 -0.324 -0.587 -1.095
C2 0.768 1.322 -0.081
H1 1.191 -0.370 1.881
H2 1.603 1.581 0.579
H3 -0.575 -0.347 1.644
C3 0.385 -0.678 1.210
H4 0.380 -1.772 1.159
N1 0.627 -0.122 -0.111
H5 -0.188 -0.027 -2.026
H6 -0.133 1.849 0.280
H7 1.010 1.689 -1.084
H8 -0.139 -1.644 -1.320
N2 -2.853 -0.421 -0.340
C4 -1.753 -0.472 -0.694

=====

Computed, not measured: a single C4H8N2 molecule, with ωB97M-V with the def2-TZVPD basis set.

Properties
structure (SMILES): CC(C)(N)C#N
Kohn-Sham gap: 11.2 eV
electronic energy: -7257.4315 eV
LUMO level: 0.833 eV

Element x y z (Å)
H1 1.805 0.935 0.634
H2 -0.176 1.946 -0.601
N1 -0.287 -1.337 -0.757
H3 -1.300 0.831 -1.415
N2 -1.223 -0.092 2.395
C1 -0.018 -0.150 0.056
C2 -0.823 1.077 -0.469
C3 1.509 0.042 0.077
C4 -0.596 -0.213 1.430
H4 0.118 -2.173 -0.337
H5 1.868 0.129 -0.954
H6 -1.602 1.322 0.259
H7 -1.285 -1.494 -0.847
H8 2.012 -0.824 0.530

=====

Computed, not measured: 2 unconnected molecules or ions with the total composition C4H8N2, with ωB97M-V with the def2-TZVPD basis set.

Properties
Kohn-Sham gap (alpha / beta): 8.1 / 8.1 eV
electronic energy: -7254.7848 eV
LUMO level (alpha / beta): 0.404 / 0.403 eV

Element x y z (Å)
N1 -0.031 0.333 0.300
C1 1.180 0.193 -0.304
H1 -0.915 -1.936 -1.296
C2 -0.564 -0.466 1.192
C3 2.017 -0.865 0.082
H2 -1.548 -0.231 1.571
C4 -0.847 1.477 -0.144
H3 -0.314 -1.625 -1.612
N2 2.672 -1.761 0.437
H4 -1.763 1.100 -0.603
H5 -0.287 2.064 -0.870
H6 -1.092 2.095 0.721
H7 1.496 0.943 -1.010
H8 -0.002 -1.323 1.535

=====

Computed, not measured: 2 unconnected molecules or ions with the total composition C4H8N2, with ωB97M-V with the def2-TZVPD basis set.

Properties
structure (SMILES): N=C=CN.C=C
Kohn-Sham gap: 8.6 eV
electronic energy: -7255.2633 eV
LUMO level: 0.920 eV

Element x y z (Å)
H1 -0.937 2.343 -0.321
C1 -1.291 0.407 0.158
H2 -0.259 0.222 0.425
H3 1.598 -0.991 -1.149
N1 -2.767 -1.588 -0.254
H4 2.497 -1.420 1.106
C2 2.722 -0.517 0.563
C3 2.241 -0.289 -0.642
H5 -3.328 -2.048 0.462
C4 -2.096 -0.608 0.031
H6 2.466 0.616 -1.183
H7 -2.550 1.912 -0.361
N2 -1.661 1.771 0.100
H8 3.364 0.189 1.064

=====

Computed, not measured: a single C4H8N2 molecule, with ωB97M-V with the def2-TZVPD basis set.

Properties
structure (SMILES): N/N=C/C1CC1
Kohn-Sham gap: 9.8 eV
electronic energy: -7254.9820 eV
LUMO level: 1.261 eV

Element x y z (Å)
H1 2.782 0.249 -0.318
H2 -2.754 1.016 -0.070
H3 0.902 -0.156 -1.795
C1 1.309 -1.363 0.066
N1 -2.411 0.929 0.836
C2 1.779 0.091 0.102
H4 1.750 -2.257 -0.403
C3 -0.660 0.241 -0.408
H5 -1.427 0.415 -1.199
C4 0.584 -0.352 -0.799
H6 -2.725 1.631 1.469
H7 1.467 0.622 1.000
N2 -1.048 0.624 0.728
H8 0.454 -1.690 0.792

=====

Computed, not measured: a single C4H8N2 molecule, with ωB97M-V with the def2-TZVPD basis set.

Properties
Kohn-Sham gap (alpha / beta): 6.3 / 9.1 eV
electronic energy: -7253.2622 eV
LUMO level (alpha / beta): -0.612 / 0.466 eV

Element x y z (Å)
H1 -2.483 -0.585 0.450
C1 2.164 0.221 0.523
C2 -0.780 -0.097 -0.754
N1 0.732 0.026 0.695
H2 0.465 -0.283 1.626
C3 -2.086 -0.766 -0.552
H3 2.561 0.949 1.240
N2 -0.493 2.162 0.167
C4 -0.248 0.968 0.073
H4 -0.238 -0.338 -1.672
H5 2.338 0.615 -0.483
H6 2.704 -0.724 0.638
H7 -2.795 -0.347 -1.281
H8 -2.023 -1.840 -0.759

=====

Computed, not measured: a single C4H8N2 molecule, with ωB97M-V with the def2-TZVPD basis set.

Properties
structure (SMILES): CN(C)CC#N
Kohn-Sham gap: 9.7 eV
electronic energy: -7256.7906 eV
LUMO level: 0.831 eV

Element x y z (Å)
H1 -2.348 -0.446 0.206
C1 0.853 -0.545 -0.752
N1 -0.403 0.074 -0.336
H2 -1.275 1.481 0.922
H3 0.992 -1.542 -0.308
H4 0.871 -0.689 -1.840
C2 2.063 0.188 -0.348
H5 0.447 1.239 1.264
H6 -1.399 -1.757 -0.495
H7 -1.107 -1.263 1.194
C3 -0.303 1.289 0.460
H8 -0.061 2.148 -0.176
N2 3.020 0.717 0.028
C4 -1.350 -0.895 0.180

=====

Computed, not measured: a single C4H8N2 molecule, with ωB97M-V with the def2-TZVPD basis set.

Properties
structure (SMILES): C[C@@H]1CN=CN1
Kohn-Sham gap: 9.1 eV
electronic energy: -7254.2050 eV
LUMO level: 0.681 eV

Element x y z (Å)
H1 2.429 0.732 -0.316
C1 -0.682 -1.179 0.168
C2 -1.746 0.601 -0.185
N1 -0.658 1.042 0.268
H2 0.839 -0.183 1.494
H3 -2.361 1.476 -0.666
H4 -0.447 2.181 0.389
N2 -2.033 -0.674 -0.360
H5 -0.825 -1.349 1.207
H6 1.983 -1.043 -0.149
C3 0.351 0.079 0.455
H7 1.412 0.085 -1.702
H8 0.088 -1.809 -0.189
C4 1.651 0.039 -0.414

=====

Computed, not measured: a single C4H8N2 molecule, with ωB97M-V with the def2-TZVPD basis set.

Properties
structure (SMILES): C1NC[C@H]2N[C@@H]12
Kohn-Sham gap: 9.6 eV
electronic energy: -7252.6780 eV
LUMO level: 1.119 eV

Element x y z (Å)
H1 1.704 -0.764 1.301
H2 1.249 1.761 0.553
C1 -0.305 0.738 -1.075
H3 -0.279 -2.021 0.367
H4 0.664 -1.535 -1.071
C2 0.598 0.943 0.199
H5 -0.841 0.135 1.896
C3 -0.009 -1.309 -0.192
H6 -1.993 -0.008 -0.047
H7 0.307 0.840 -1.978
N1 0.108 0.303 1.445
C4 0.818 -0.377 0.752
H8 -0.857 1.687 -1.375
N2 -1.165 -0.393 -0.775

=====

Computed, not measured: a single C4H8N2 molecule, with ωB97M-V with the def2-TZVPD basis set.

Properties
structure (SMILES): CC[C@@H](N)C#N
Kohn-Sham gap: 11.1 eV
electronic energy: -7256.7884 eV
LUMO level: 0.766 eV

Element x y z (Å)
N1 -1.644 -1.099 0.830
H1 -0.386 0.323 1.636
C1 0.879 -1.036 0.726
H2 -1.101 1.370 -0.352
H3 -1.713 -1.571 1.726
H4 -0.804 -0.040 -1.355
H5 -1.661 -1.815 0.109
C2 -0.381 0.555 -0.533
N2 1.978 -1.071 0.361
H6 1.084 1.329 -1.953
C3 1.031 1.079 -0.895
C4 -0.425 -0.325 0.753
H7 1.258 1.973 -0.298
H8 1.886 0.329 -0.753

=====

Computed, not measured: a single C4H8N2 molecule, with ωB97M-V with the def2-TZVPD basis set.

Properties
structure (SMILES): CC(C)(N)C#N
Kohn-Sham gap: 11.1 eV
electronic energy: -7257.6262 eV
LUMO level: 0.858 eV

Element x y z (Å)
N1 -0.462 -1.332 -0.578
C1 -0.768 1.096 -0.518
N2 -0.818 -0.211 2.642
C2 1.483 -0.002 -0.061
H1 1.807 1.032 -0.203
H2 -0.320 1.345 -1.483
C3 -0.446 -0.151 1.547
H3 1.728 -0.568 -0.965
H4 2.038 -0.432 0.777
C4 -0.050 -0.108 0.109
H5 -1.466 -1.367 -0.709
H6 -1.830 0.872 -0.662
H7 -0.188 -2.145 -0.032
H8 -0.706 1.970 0.136

=====

Computed, not measured: a single C4H8N2 molecule, with ωB97M-V with the def2-TZVPD basis set.

Properties
Kohn-Sham gap: 7.1 eV
electronic energy: -7253.9332 eV
LUMO level: 0.372 eV

Element x y z (Å)
C1 0.556 -0.834 1.358
C2 -0.101 -0.920 -1.980
H1 -1.218 -0.395 0.308
C3 0.527 -0.544 -0.818
N1 -0.652 -1.322 -2.933
N2 -0.282 0.017 0.272
H2 -1.395 1.936 0.664
H3 1.499 -0.079 -0.803
H4 0.500 -1.922 1.140
C4 -0.593 1.531 0.031
H5 1.624 -0.586 1.310
H6 0.311 2.127 0.151
H7 0.133 -0.629 2.329
H8 -0.909 1.620 -1.028